Entry 1:
{"formula": "C21H26FN3O5", "method": "the ωB97M-V functional and the def2-TZVPD basis", "species": ["C", "O", "C", "O", "C", "C", "C", "N", "C", "O", "C", "C", "N", "C", "O", "C", "C", "C", "O", "N", "C", "C", "C", "C", "F", "C", "C", "C", "C", "C", "H", "H", "H", "H", "H", "H", "H", "H", "H", "H", "H", "H", "H", "H", "H", "H", "H", "H", "H", "H", "H", "H", "H", "H", "H", "H"], "coordinates": [[-7.5545, -2.6429, 1.3963], [-7.0069, -1.7412, 0.4416], [-5.7239, -1.4097, 0.6038], [-5.0407, -1.8296, 1.5019], [-5.2786, -0.4608, -0.4942], [-4.6685, 0.8224, 0.0870], [-3.3063, 0.5515, 0.7326], [-2.4199, -0.0623, -0.2283], [-1.2917, 0.4392, -0.7507], [-0.6343, -0.1611, -1.5896], [-0.8069, 1.8171, -0.2755], [-1.5679, 2.9328, -0.9990], [0.6001, 1.8882, -0.6047], [1.5400, 2.2300, 0.2975], [1.2835, 2.6756, 1.3953], [2.9644, 1.9907, -0.2008], [4.0184, 2.6872, 0.6487], [5.1959, 1.7337, 0.6723], [6.3182, 2.0102, 1.0208], [4.7552, 0.5116, 0.2361], [5.5107, -0.6635, 0.1601], [4.8726, -1.9036, 0.1003], [5.6074, -3.0706, 0.0038], [6.9863, -2.9967, -0.0292], [7.7055, -4.1371, -0.1253], [7.6438, -1.7821, 0.0335], [6.9057, -0.6187, 0.1241], [3.3323, 0.5048, -0.0494], [-2.9190, -1.3413, -0.6981], [-4.2549, -1.1485, -1.4115], [-8.5830, -2.8187, 1.0934], [-7.5175, -2.2035, 2.3948], [-6.9893, -3.5766, 1.4020], [-6.1721, -0.2106, -1.0736], [-5.3401, 1.2556, 0.8296], [-4.5501, 1.5404, -0.7278], [-2.8859, 1.4772, 1.1194], [-3.4413, -0.1469, 1.5650], [-0.8850, 1.9326, 0.8096], [-1.1382, 3.8941, -0.7288], [-1.4796, 2.7998, -2.0751], [-2.6195, 2.9323, -0.7289], [0.8441, 1.3594, -1.4338], [3.0417, 2.2943, -1.2478], [4.3175, 3.6636, 0.2730], [3.6447, 2.8184, 1.6687], [3.7979, -1.9747, 0.1380], [5.1182, -4.0306, -0.0426], [8.7213, -1.7522, 0.0073], [7.4098, 0.3307, 0.1800], [3.1256, -0.0689, -0.9560], [2.7757, 0.0610, 0.7868], [-2.1776, -1.7617, -1.3788], [-3.0448, -2.0048, 0.1621], [-4.6360, -2.1149, -1.7438], [-4.1024, -0.5207, -2.2919]], "lowdin_charge": [-0.04, -0.03, -0.47, 0.11, -0.22, -0.10, -0.13, -0.03, -0.40, 0.05, -0.26, -0.01, 0.10, -0.46, 0.08, -0.19, -0.03, -0.42, 0.08, 0.01, -0.18, -0.02, -0.01, -0.28, 0.05, 0.00, 0.01, -0.09, -0.12, -0.10, 0.09, 0.10, 0.10, 0.15, 0.13, 0.12, 0.12, 0.13, 0.14, 0.09, 0.09, 0.06, 0.14, 0.15, 0.13, 0.13, 0.10, 0.12, 0.12, 0.10, 0.14, 0.14, 0.12, 0.13, 0.13, 0.13], "homo_ev": -8.3, "relative_energy_ev": 0.0522, "fmax_ev_per_a": 0.62, "smiles": "COC(=O)C1CCN(C(=O)[C@H](C)NC(=O)[C@H]2CC(=O)N(c3ccc(F)cc3)C2)CC1", "orbital_gap_ev": 8.821, "e_tot_ev": -39626.641, "e_lumo_ha": 0.0187}

Entry 2:
{"formula": "C21H26FeN6O5", "method": "the ωB97M-V functional and the def2-TZVPD basis", "species": ["Fe", "C", "O", "C", "C", "C", "C", "C", "C", "N", "N", "C", "O", "C", "C", "C", "C", "C", "C", "C", "O", "H", "H", "H", "H", "H", "H", "H", "H", "H", "H", "H", "H", "N", "C", "C", "C", "C", "N", "C", "N", "N", "C", "O", "O", "H", "H", "H", "H", "H", "H", "H", "H", "H", "H", "H", "H", "H", "H"], "coordinates": [[1.2822, 1.2400, 0.5920], [-0.4990, 4.4814, 2.2272], [-1.3804, 3.8441, 3.1759], [-1.3491, 2.5616, 3.4980], [-2.3803, 2.1300, 4.2983], [-2.4689, 0.7976, 4.7061], [-1.5153, -0.1482, 4.3307], [-0.4561, 0.2095, 3.5242], [0.5336, -0.7770, 3.1550], [1.3314, -0.5733, 2.1655], [2.2792, -1.4620, 1.9174], [3.0484, -0.9762, 0.9412], [2.8522, 0.1266, 0.3076], [4.2316, -1.7831, 0.5671], [4.4683, -3.0244, 1.1538], [5.5800, -3.7627, 0.7800], [6.4631, -3.2640, -0.1714], [6.2310, -2.0240, -0.7556], [5.1174, -1.2839, -0.3863], [-0.3321, 1.6033, 3.0702], [0.6290, 1.9479, 2.3541], [-0.9030, 5.4786, 2.1057], [-0.5003, 3.9702, 1.2709], [0.5137, 4.5389, 2.6095], [-3.1246, 2.8581, 4.5979], [-3.3084, 0.4947, 5.3197], [-1.6022, -1.1780, 4.6606], [0.6118, -1.6876, 3.7543], [3.7788, -3.3957, 1.8976], [5.7656, -4.7290, 1.2355], [7.3371, -3.8404, -0.4541], [6.9216, -1.6331, -1.4959], [4.9237, -0.3124, -0.8237], [-0.4535, -0.2322, 0.1511], [-1.1682, 0.0700, -1.0896], [-2.6541, -0.3338, -1.0115], [-3.7163, 0.5015, -1.7344], [-3.7371, 0.4807, -3.2696], [-3.0921, -0.6816, -3.8990], [-1.9557, -0.6408, -4.5850], [-1.1810, 0.4331, -4.5407], [-1.5997, -1.7111, -5.3149], [-0.8694, 1.5170, -1.4529], [-1.4402, 1.9993, -2.4467], [0.0222, 2.0880, -0.7567], [-0.2628, -1.2203, 0.2604], [-1.0176, 0.0472, 0.9429], [-0.6738, -0.5020, -1.8781], [-2.9364, -0.3081, 0.0435], [-2.7380, -1.3800, -1.3186], [-3.6255, 1.5455, -1.4311], [-4.6816, 0.1447, -1.3703], [-3.2711, 1.3776, -3.6523], [-4.7687, 0.4786, -3.6098], [-3.6228, -1.5327, -3.9403], [-1.2862, 1.1170, -3.7772], [-0.3260, 0.4513, -5.0682], [-2.2545, -2.4482, -5.5029], [-0.7698, -1.6885, -5.8771]], "lowdin_spin": [0.84, 0.00, 0.01, 0.01, 0.00, 0.01, 0.00, 0.01, 0.00, 0.02, 0.01, 0.00, 0.04, 0.00, 0.00, 0.00, 0.00, 0.00, 0.00, 0.01, 0.03, 0.00, 0.00, 0.00, 0.00, 0.00, 0.00, 0.00, 0.00, 0.00, 0.00, 0.00, 0.00, -0.02, 0.00, 0.00, 0.00, 0.00, 0.00, 0.00, 0.00, 0.00, 0.00, 0.01, 0.01, 0.00, 0.00, 0.00, 0.00, 0.00, 0.00, 0.00, 0.00, 0.00, 0.00, 0.00, 0.00, 0.00, 0.00], "homo_ev": [-10.1, -10.0], "relative_energy_ev": 3.8094, "multiplicity": 2, "fmax_ev_per_a": 4.52, "charge": 1, "s2": 0.781, "orbital_gap_ev": [5.753, 5.564], "e_tot_ev": -75756.844, "e_lumo_ha": [-0.1600, -0.1637]}

Entry 3:
{"formula": "C21H26HfN3O3P", "method": "the ωB97M-V functional and the def2-TZVPD basis", "species": ["Hf", "C", "C", "C", "C", "N", "C", "C", "C", "C", "C", "C", "N", "C", "C", "C", "C", "C", "N", "H", "H", "H", "H", "H", "H", "H", "H", "H", "H", "H", "C", "C", "O", "P", "O", "C", "C", "O", "C", "C", "H", "H", "H", "H", "H", "H", "H", "H", "H", "H", "H", "H", "H", "H", "H"], "coordinates": [[0.4675, -0.3837, -0.9090], [2.1729, 2.2510, -4.1516], [2.7928, 3.2427, -3.4050], [2.8648, 3.1116, -2.0173], [2.3126, 2.0012, -1.4146], [1.6779, 1.0339, -2.1455], [1.6179, 1.1737, -3.4870], [2.4629, 1.6745, 0.0205], [3.1761, 2.3933, 0.9609], [3.3967, 1.8175, 2.2106], [2.9902, 0.5076, 2.4706], [2.2792, -0.1683, 1.5002], [1.9438, 0.4627, 0.3442], [1.9463, -1.6125, 1.4936], [2.4126, -2.5172, 2.4257], [2.1623, -3.8782, 2.2431], [1.4567, -4.3001, 1.1237], [1.0145, -3.3474, 0.2266], [1.2482, -2.0282, 0.3931], [2.1214, 2.3032, -5.2311], [3.2320, 4.1051, -3.8916], [3.3674, 3.8689, -1.4319], [1.1311, 0.3833, -4.0491], [3.5884, 3.3665, 0.7332], [3.9471, 2.3680, 2.9646], [3.2609, 0.0346, 3.4044], [2.9876, -2.1877, 3.2801], [2.5323, -4.5990, 2.9628], [1.2612, -5.3482, 0.9395], [0.4683, -3.6485, -0.6633], [-5.5583, 0.6240, 1.1759], [-4.6272, 1.5711, 0.4999], [-3.3664, 0.7420, 0.0263], [-1.9206, 1.0716, 0.4087], [-1.2322, -0.5605, 0.4303], [-1.7999, -1.5594, 1.4169], [-1.5336, -1.1383, 2.8341], [-1.0781, 1.0690, -1.1727], [-1.7834, 0.5814, -2.4000], [-1.4915, -0.8829, -2.7326], [-6.4486, 1.1989, 1.4461], [-5.1440, 0.2206, 2.0987], [-5.8789, -0.1764, 0.5123], [-4.2305, 2.3561, 1.1407], [-4.9911, 1.9705, -0.4410], [-1.3346, -2.5028, 1.1481], [-2.8620, -1.5998, 1.1800], [-0.4679, -1.0793, 3.0538], [-1.9701, -1.8865, 3.4987], [-2.0075, -0.1865, 3.0801], [-1.4668, 1.2651, -3.1840], [-2.8474, 0.6919, -2.2018], [-0.4182, -1.1833, -2.9275], [-1.8761, -1.0864, -3.7389], [-1.9587, -1.6005, -2.0526]], "lowdin_charge": [1.95, 0.04, 0.07, 0.07, -0.18, -0.05, -0.07, -0.15, 0.08, 0.08, 0.08, -0.16, -0.03, -0.19, 0.07, 0.07, 0.04, -0.08, -0.06, 0.15, 0.16, 0.14, 0.13, 0.15, 0.16, 0.15, 0.14, 0.16, 0.15, 0.14, -0.05, -0.11, -0.32, 1.06, -0.51, -0.18, -0.04, -0.49, -0.17, -0.07, 0.12, 0.09, 0.10, 0.12, 0.13, 0.11, 0.13, 0.08, 0.12, 0.09, 0.14, 0.13, 0.07, 0.15, 0.11], "homo_ev": -21.3, "relative_energy_ev": 0.5472, "fmax_ev_per_a": 0.50, "charge": 4, "orbital_gap_ev": 6.961, "e_tot_ev": -43369.489, "e_lumo_ha": -0.5263}

Entry 4:
{"formula": "C21H26HoN10O3S2", "method": "the ωB97M-V functional and the def2-TZVPD basis", "species": ["Ho", "O", "C", "C", "C", "C", "C", "C", "C", "O", "N", "N", "C", "S", "C", "C", "S", "H", "H", "H", "H", "H", "H", "H", "H", "H", "N", "C", "C", "C", "N", "H", "H", "H", "H", "H", "H", "H", "H", "H", "H", "N", "C", "O", "C", "C", "N", "C", "N", "H", "H", "N", "C", "C", "N", "C", "C", "N", "H", "H", "H", "H", "H"], "coordinates": [[-0.1746, -0.5515, -0.1874], [3.4201, -1.4101, -1.6040], [4.0719, -0.3208, -1.0932], [5.4485, -0.2799, -1.2614], [6.1812, 0.7726, -0.7412], [5.5533, 1.7881, -0.0233], [4.1818, 1.7507, 0.1279], [3.4163, 0.7158, -0.4248], [1.9410, 0.8347, -0.3759], [1.2196, 0.4295, -1.4021], [1.4070, 1.3225, 0.7290], [0.0196, 1.6675, 0.6026], [-0.1739, 2.9325, 0.6444], [1.1073, 4.1044, 0.7131], [0.0227, 5.5126, 1.0263], [-1.2824, 5.2711, 0.2936], [-1.7979, 3.5809, 0.6549], [2.6845, -1.6481, -1.0182], [5.9250, -1.0991, -1.7847], [7.2558, 0.7936, -0.8799], [6.1293, 2.6009, 0.3992], [3.6765, 2.5396, 0.6701], [0.5274, 6.4036, 0.6551], [-0.1354, 5.6136, 2.0981], [-1.1643, 5.3855, -0.7816], [-2.0718, 5.9332, 0.6461], [0.0717, -0.8152, 2.2872], [-0.2106, -2.1121, 2.9587], [-1.6154, -2.6282, 2.6873], [-1.8100, -3.3104, 1.3442], [-1.9831, -2.3493, 0.2165], [1.0528, -0.5734, 2.4096], [-0.4173, -0.0622, 2.7648], [-0.0531, -2.0084, 4.0311], [0.5230, -2.8302, 2.5916], [-2.3473, -1.8161, 2.8116], [-1.8638, -3.3517, 3.4650], [-2.6637, -3.9856, 1.3850], [-0.9385, -3.9185, 1.1190], [-2.9160, -1.9493, 0.2653], [-2.0005, -2.8897, -0.6471], [0.2135, -2.1153, -2.2976], [0.6582, -2.9494, -1.2589], [1.0516, -2.2924, -0.2085], [0.5493, -4.3095, -1.3097], [0.8731, -5.0743, -0.1332], [1.1026, -5.6390, 0.8431], [0.0706, -4.9220, -2.5208], [-0.3793, -5.2955, -3.5134], [0.9515, -1.4689, -2.5826], [-0.1273, -2.6400, -3.0969], [-5.2933, 1.8577, 0.4867], [-4.3305, 1.5458, -0.4188], [-3.2476, 0.7123, -0.1012], [-2.3114, 0.4465, -0.9913], [-2.4042, 0.9849, -2.2077], [-3.4854, 1.7887, -2.5134], [-4.4442, 2.0709, -1.6367], [-5.2744, 1.5257, 1.4319], [-6.0460, 2.4555, 0.1940], [-3.1448, 0.2844, 0.8927], [-1.6245, 0.7742, -2.9254], [-3.5743, 2.2167, -3.5047]], "lowdin_spin": [4.03, 0.00, 0.00, 0.00, 0.00, 0.00, 0.00, 0.00, 0.00, 0.00, 0.00, -0.01, 0.00, 0.00, 0.00, 0.00, 0.00, 0.00, 0.00, 0.00, 0.00, 0.00, 0.00, 0.00, 0.00, 0.00, 0.00, 0.00, 0.00, 0.00, 0.00, 0.00, 0.00, 0.00, 0.00, 0.00, 0.00, 0.00, 0.00, 0.00, 0.00, 0.00, 0.00, 0.00, 0.00, 0.00, 0.00, 0.00, 0.00, 0.00, 0.00, 0.00, 0.00, 0.00, 0.00, 0.00, 0.00, 0.00, 0.00, 0.00, 0.00, 0.00, 0.00], "homo_ev": [-11.1, -11.1], "multiplicity": 5, "fmax_ev_per_a": 2.75, "charge": 1, "s2": 6.004, "orbital_gap_ev": [7.918, 7.913], "e_tot_ev": -90709.174, "e_lumo_ha": [-0.1172, -0.1173]}